Entry 1:
ORCA calculation (wB97M-V/def2-TZVPD) on 3 unconnected molecules or ions with the total composition C2H13N2O2.

The geometry in XYZ format:
```
19
Properties=species:S:1:pos:R:3:nbo_charge:R:1
H 0.77397 -1.01312 2.40376 0.47
H 1.79541 0.28857 -1.20323 0.45
H -0.56074 -1.96361 0.93963 0.27
H -3.47935 -2.03542 -1.37845 0.44
N 1.45720 -0.59070 -0.79453 -0.23
H 0.14209 0.43289 2.36602 0.48
H 2.03939 4.23428 0.89969 0.49
O -4.12046 -1.55685 -1.90846 -0.93
H 1.96264 -1.42875 -1.08905 0.45
H -4.67226 -2.24288 -2.29766 0.49
H -1.44811 -0.44938 0.90535 0.29
H 3.60997 4.09128 1.01437 0.50
H -0.34981 -1.46547 -1.41918 0.32
O 2.77580 3.62081 0.94535 -0.99
H 1.33335 0.04859 1.31886 0.44
C -0.02632 -0.65919 -0.75286 -0.31
C -0.48905 -0.90510 0.71301 -0.23
H -0.35987 0.27938 -1.19728 0.28
N 0.47075 -0.29394 1.73028 -0.68
```

Results
Lowest unoccupied orbital energy (alpha / beta)   -8.08 / -14.01 eV
Total charge   +2
ΔE to the lowest compared entry with this formula, charge and spin   203.4 kJ/mol
2S+1   2
HOMO (alpha / beta)   -16.94 / -16.88 eV
Expectation value of S²   0.75
HOMO-LUMO gap (alpha / beta)   8.855 / 2.870 eV

=====

Entry 2:
ORCA calculation (wB97M-V/def2-TZVPD) on 2 unconnected molecules or ions with the total composition CH7O2.

The geometry in XYZ format:
```
10
Properties=species:S:1:pos:R:3:nbo_charge:R:1
H 0.20717 0.05233 -1.71346 0.23
C -0.43293 -0.68441 -1.25880 -0.25
H -1.43380 -0.37116 -1.50093 0.23
H 0.17348 1.80270 1.37517 0.51
O 0.92498 1.20025 1.08523 -0.93
H 1.60275 1.29139 1.77924 0.53
H -0.09559 0.24317 0.77828 0.54
H -0.37800 -1.33505 0.86708 0.56
O -0.48281 -0.56404 0.25153 -0.67
H -0.08524 -1.63517 -1.66333 0.25
```

Results
Lowest unoccupied orbital energy   -4.06 eV
Total charge   +1
ΔE to the lowest compared entry with this formula, charge and spin   72.8 kJ/mol
HOMO   -17.73 eV
HOMO-LUMO gap   13.672 eV

=====

Entry 3:
ORCA calculation (wB97M-V/def2-TZVPD) on 2 unconnected molecules or ions with the total composition C8H10NS2.

The geometry in XYZ format:
```
21
Properties=species:S:1:pos:R:3:nbo_charge:R:1
H 1.75817 1.55490 0.56622 0.02
H -1.12490 -1.06904 3.58814 0.27
C 0.36064 -1.80012 0.04080 0.04
H 0.81368 -3.71753 0.72542 0.25
H 0.43985 -1.95253 -1.01212 0.25
C -0.11134 2.74581 -1.54056 -0.53
C -0.74133 -1.38720 2.54932 -0.18
H -0.54359 3.66990 -1.91007 0.26
C 0.37429 -2.83737 0.97896 -0.19
H 1.03428 2.06907 -3.35602 0.27
H -0.71554 0.59931 1.97896 0.24
C -0.18240 -2.64904 2.22753 -0.13
H -0.75741 1.55041 -3.40507 0.26
C -0.65583 -0.34985 1.63248 0.05
N -0.15300 -0.56233 0.43283 -0.34
C -0.05257 0.49245 -0.43334 -0.16
S 0.48217 0.17714 -2.07205 0.34
H 0.84069 3.20907 -0.99012 0.26
H 0.02337 -3.41996 3.05404 0.26
S -1.20684 1.87250 -0.28996 0.31
C 0.11761 1.80441 -2.76538 -0.54
```

Results
Lowest unoccupied orbital energy (alpha / beta)   -4.76 / -5.27 eV
Total charge   +1
ΔE to the lowest compared entry with this formula, charge and spin   361.8 kJ/mol
HOMO (alpha / beta)   -11.33 / -12.98 eV
HOMO-LUMO gap (alpha / beta)   6.564 / 7.710 eV

=====

Entry 4:
ORCA calculation (wB97M-V/def2-TZVPD) on a gas-phase ion, C17H20N3 (charge +1).

The geometry in XYZ format:
```
40
Properties=species:S:1:pos:R:3:nbo_charge:R:1
C -2.08127 4.14955 -0.04164 -0.46
H 4.47554 -2.37587 -0.07807 0.23
H -4.59493 -2.35869 -0.36577 0.23
N 3.11232 0.01733 -0.20134 -0.34
C 1.23216 -1.16721 0.24337 -0.03
C -2.71498 -1.66741 -1.09573 -0.19
H 4.79722 1.04692 0.62147 0.22
C -3.86084 -1.56465 -0.28439 -0.19
H 4.78432 0.92939 -1.17427 0.22
H 2.35024 1.96145 -0.06797 0.21
N -0.74117 2.13768 -0.45705 -0.40
H -3.10357 4.52402 -0.08117 0.25
C 0.57813 -2.35677 0.51334 -0.20
H -0.34927 1.93855 -1.38105 0.44
C 0.86201 0.23779 0.16212 -0.18
C 2.68839 -3.58155 0.42655 -0.18
H -0.09177 2.67384 0.12087 0.43
H 3.23439 -4.50107 0.53613 0.23
H -2.59260 -2.39589 -1.92057 0.23
C -3.98422 -0.60032 0.72864 -0.20
C -1.74563 0.07688 0.22207 -0.09
H -1.42793 4.88440 -0.57378 0.20
H -2.15892 2.98724 -1.62647 0.38
C -2.89304 0.21456 0.99268 -0.18
H -2.94489 1.01227 1.73387 0.22
H -0.48882 -2.36166 0.72111 0.22
H -0.43187 1.26071 1.50224 0.23
C 2.63648 -1.27074 -0.05647 0.14
C -1.64900 -0.79807 -0.84233 -0.22
H 0.76079 -4.49955 0.83582 0.23
C 1.29348 -3.56207 0.59514 -0.23
C 3.39861 -2.41516 0.07770 -0.25
C 4.49699 0.43226 -0.24080 -0.41
N -2.09657 2.74657 -0.63700 -0.39
H -0.77943 -0.72438 -1.51481 0.23
H -4.87020 -0.55032 1.39163 0.24
H 5.12327 -0.45053 -0.20359 0.23
C 2.05811 0.91436 -0.04720 -0.02
C -0.51619 0.90964 0.46035 -0.05
H -1.76536 4.14648 1.00640 0.21
```

Results
Lowest unoccupied orbital energy   -2.87 eV
Total charge   +1
ΔE to the lowest compared entry with this formula, charge and spin   284.2 kJ/mol
HOMO   -10.91 eV
SMILES   CN[NH2+][C@@H](c1ccccc1)c1cn(C)c2ccccc12
HOMO-LUMO gap   8.044 eV

=====

Entry 5:
ORCA calculation (wB97M-V/def2-TZVPD) on C5H12N2 in the gas phase.

The geometry in XYZ format:
```
19
Properties=species:S:1:pos:R:3:nbo_charge:R:1
H 1.52063 -2.02878 1.73475 0.20
H -1.11372 -1.30016 -3.02297 0.22
N -0.17168 0.00881 -0.24328 -0.27
H 0.02232 0.87640 2.50524 0.20
H -0.60768 0.39194 -2.87472 0.19
H -0.86457 1.77423 0.66551 0.21
H 0.04310 -2.44724 0.83473 0.22
H 1.58667 0.07881 2.58401 0.23
C 0.92735 -1.80701 0.85271 -0.65
C -1.10730 -0.43983 -2.35525 -0.48
H 1.36913 1.47284 1.53064 0.21
H -1.48804 1.47853 -0.95980 0.21
C 0.52002 -0.37342 0.81447 0.21
C 0.88906 0.56931 1.91126 -0.66
C -0.60938 1.40499 -0.32404 -0.44
N -0.42486 -0.86759 -1.17561 -0.18
H 1.49380 -2.05191 -0.04776 0.22
H -2.15584 -0.15104 -2.17642 0.19
H 0.18512 2.02239 -0.74658 0.19
```

Results
Lowest unoccupied orbital energy (alpha / beta)   0.96 / 0.23 eV
Total charge   0
ΔE to the lowest compared entry with this formula, charge and spin   0.0 kJ/mol
2S+1   3
HOMO (alpha / beta)   -4.58 / -9.52 eV
Expectation value of S²   2.01
HOMO-LUMO gap (alpha / beta)   5.534 / 9.744 eV

=====

Entry 6:
ORCA calculation (wB97M-V/def2-TZVPD) on C15H22N2O4 in the gas phase.

The geometry in XYZ format:
```
43
Properties=species:S:1:pos:R:3:nbo_charge:R:1
O 4.08434 1.56580 -2.11520 -0.60
H -0.63429 -3.12254 0.92729 0.37
H 2.14672 -0.27786 -4.20862 0.20
C -4.92784 1.25285 5.97337 -0.26
H 2.18906 -1.88234 -3.47840 0.21
C -2.85338 -0.23530 3.36345 -0.20
H 4.13859 -1.09394 -2.04270 0.23
C 2.40061 -0.82594 -3.29829 -0.38
H -0.14112 0.21933 -3.35241 0.21
O -4.27963 1.03277 4.73354 -0.51
H -3.72114 1.48671 2.43485 0.23
C -1.36993 -1.54924 1.97757 0.10
C 1.54289 -0.32548 -2.13853 -0.41
C -1.54178 -0.62454 0.91973 0.24
C -2.41042 0.44974 1.10400 -0.31
N -0.87521 -0.86544 -0.26122 -0.63
H -0.00602 -1.36229 -0.12576 0.38
H 5.89435 2.79974 -3.50925 0.20
C -3.06026 0.64483 2.30665 -0.16
C 0.05285 -0.39365 -2.47023 -0.40
H -0.50402 -3.26408 2.58275 0.38
H -0.22901 -1.42137 -2.71052 0.20
O -3.36688 -0.81938 5.61109 -0.61
H -4.19255 1.35930 6.77436 0.19
N -0.48992 -2.62726 1.79750 -0.82
H 5.69856 2.60243 -5.27931 0.20
C -2.01029 -1.33467 3.17897 -0.19
H -1.87109 -2.01945 4.00291 0.23
C -0.82951 0.10783 -1.32872 -0.21
H -5.50294 2.16853 5.85906 0.19
O 4.84640 1.14380 -4.17691 -0.51
H 1.76257 -0.92924 -1.25502 0.19
C -3.49988 -0.06800 4.67141 0.78
C 4.27991 0.79315 -3.01601 0.80
H -5.58560 0.41439 6.21424 0.19
H -1.85066 0.25129 -1.69741 0.20
H 1.81501 0.70489 -1.90461 0.22
H -2.56832 1.15150 0.30080 0.21
H 4.48002 -1.17501 -3.79222 0.23
H -0.45247 1.08029 -0.97677 0.18
C 3.90264 -0.66915 -3.01907 -0.50
H 4.32674 3.14661 -4.26483 0.19
C 5.21287 2.51039 -4.31154 -0.26
```

Results
Lowest unoccupied orbital energy   0.76 eV
Total charge   0
ΔE to the lowest compared entry with this formula, charge and spin   80.7 kJ/mol
HOMO   -7.66 eV
SMILES   COC(=O)CCCCCNc1ccc(C(=O)OC)cc1N
HOMO-LUMO gap   8.414 eV

=====

Entry 7:
ORCA calculation (wB97M-V/def2-TZVPD) on a molecular structure, H3O2PS.

The geometry in XYZ format:
```
7
Properties=species:S:1:pos:R:3:nbo_charge:R:1
H 2.12588 0.63808 -1.04362 0.17
S 1.45624 -0.72708 -0.28235 -0.45
H -0.27500 0.54443 -1.81618 0.49
O -0.47632 1.18191 -1.19545 -0.98
H -1.08553 -0.41701 1.83527 0.52
O -1.12427 -0.22196 0.87635 -1.03
P -0.02735 0.76946 0.31571 1.28
```

Results
Lowest unoccupied orbital energy   0.07 eV
Total charge   0
ΔE to the lowest compared entry with this formula, charge and spin   153.3 kJ/mol
HOMO   -9.05 eV
HOMO-LUMO gap   9.121 eV

=====

Entry 8:
ORCA calculation (wB97M-V/def2-TZVPD) on a molecular structure, C17H41CoN4O9.

The geometry in XYZ format:
```
72
Properties=species:S:1:pos:R:3:mulliken_charge:R:1
H -3.24981 -2.50113 -2.37219 0.29
C 4.21406 2.21612 -3.27074 -1.01
H 1.12485 1.48539 -1.93492 -0.08
H 0.62646 -5.03473 -2.38818 0.30
N 2.88420 2.31625 -2.79469 0.26
H 2.43099 2.99494 4.08872 0.40
C -1.84882 2.02862 0.03283 -0.14
O 0.05259 0.14076 1.76189 -0.46
O 2.67822 0.13805 -2.21415 -0.85
H 3.12347 1.20297 1.77916 -0.40
C 2.27393 3.60974 -2.79804 -0.90
C -7.36819 -2.51249 0.99944 -1.05
H -1.59501 2.84490 0.77133 0.15
C 4.51264 -1.84670 2.36966 -1.05
H 5.52578 -1.25672 -0.73593 0.29
H 5.51704 -2.04580 2.74503 0.37
H -3.16579 0.71295 0.80234 0.42
H 0.01257 3.49646 2.13952 0.29
H -7.58546 -0.93553 2.53564 0.37
O 2.97598 -3.03383 -0.55079 -0.75
H -0.86223 1.85571 -0.47214 -0.23
H 0.91551 1.96831 3.81985 0.29
H 5.98112 -0.69809 0.79124 0.42
H -7.66013 -3.42491 1.59324 0.31
H -6.30448 -2.46615 0.95300 0.29
H 4.50663 -0.08508 0.17039 0.21
C 1.00015 3.78370 1.72829 -0.79
H -9.07838 -1.47249 1.62416 0.29
H 4.34385 2.96715 -4.08288 0.37
H 1.86287 -4.14087 -3.23602 0.28
H 2.81031 4.21144 -2.05078 0.38
H -8.20996 0.77081 1.25582 0.25
H -0.25704 -3.02239 -1.67686 0.49
O 2.78453 2.33754 0.10208 -0.55
C -7.83772 -0.03398 0.66991 -0.47
C -7.98289 -1.26146 1.60602 -0.51
O 0.07470 -0.36684 -0.40116 -0.68
H 0.10303 -4.02975 -3.69370 0.32
H 0.93503 3.70513 0.68070 0.18
H -3.36190 -1.12971 -1.19771 0.15
C 1.92014 2.21750 3.53998 -0.80
C 0.84027 -4.07984 -2.89053 -0.80
O 1.94796 -0.55159 0.70978 -0.20
N 4.39209 -1.96536 1.00476 0.25
C -6.37231 0.16539 0.65588 0.18
H -7.72956 -2.57102 -0.02972 0.31
H 4.32289 1.25861 -3.71792 0.36
O 0.68253 -2.98509 -1.96969 -0.31
H 1.25195 4.76125 2.04903 0.35
H 4.92847 2.49939 -2.49495 0.26
H 4.26107 -0.80023 2.60231 0.19
H 2.18378 4.10741 -3.76158 0.35
C 0.73088 -0.28059 0.69842 0.95
H -2.59802 2.48420 -0.66103 0.39
N -5.23672 0.38995 0.74293 -0.47
H -8.29450 -0.08702 -0.30802 0.37
H -1.17311 -1.40472 -0.79880 0.48
H -0.87811 0.23440 1.41442 0.51
H 2.54526 1.34344 3.60171 0.20
H 1.34445 3.56137 -2.22426 0.21
C -3.01468 -2.18905 -1.34284 -0.59
O -2.22725 0.76032 0.57429 -0.51
C 2.66428 2.08240 1.27213 0.62
N 1.96124 2.71470 2.20542 0.14
H -3.55769 -2.85771 -0.68199 0.26
C 2.18343 1.29206 -2.32220 0.66
Co 1.80880 -1.41762 -1.22618 0.61
H 3.28720 -3.59535 1.36699 0.53
C 3.49516 -2.86031 0.59812 0.17
O -1.59784 -2.31556 -1.01686 -0.65
H 3.89818 -2.47439 3.04251 0.39
C 5.12701 -0.92520 0.21849 -0.85
```

Results
Lowest unoccupied orbital energy (alpha / beta)   -1.49 / -1.92 eV
Total charge   +1
2S+1   4
HOMO (alpha / beta)   -11.70 / -11.70 eV
Expectation value of S²   3.76
HOMO-LUMO gap (alpha / beta)   10.208 / 9.781 eV